Entry 1:
{"formula": "C8H17BrN", "method": "wB97M-V/def2-TZVPD", "symbols": ["C", "C", "C", "C", "C", "C", "C", "C", "N", "Br", "H", "H", "H", "H", "H", "H", "H", "H", "H", "H", "H", "H", "H", "H", "H", "H", "H"], "positions_angstrom": [[-0.976, -2.250, -1.848], [0.574, -1.978, -1.913], [-1.837, -1.033, -1.872], [0.972, -1.113, -0.671], [-1.393, -0.118, -0.591], [0.101, 0.072, -0.729], [2.042, 2.047, 1.583], [-0.518, 1.998, 2.306], [0.753, 1.386, 2.003], [0.829, 1.548, -1.553], [-1.359, -2.901, -2.767], [-1.391, -2.819, -0.936], [1.136, -2.808, -1.869], [0.861, -1.578, -2.928], [-1.752, -0.595, -2.790], [-2.893, -1.095, -1.674], [0.966, -1.762, 0.124], [2.037, -1.012, -0.835], [-2.024, 0.758, -0.826], [-1.564, -0.761, 0.175], [2.462, 1.471, 0.706], [1.768, 3.152, 1.297], [2.808, 1.909, 2.433], [-0.540, 2.159, 3.427], [-0.758, 3.003, 1.752], [-1.339, 1.453, 1.974], [1.085, 0.663, 2.601]], "e_homo_ev": -11.97, "total_charge": 1, "e_tot_ha": -2943.39507, "orbital_gap_ha": 0.2338, "e_above_lowest_ev": 2.053}

=====

Entry 2:
{"formula": "C20H29CoO4", "method": "wB97M-V/def2-TZVPD", "symbols": ["O", "C", "C", "H", "H", "C", "H", "H", "C", "H", "H", "H", "C", "H", "H", "H", "Co", "C", "C", "C", "H", "C", "C", "H", "H", "H", "H", "C", "C", "C", "H", "C", "C", "H", "H", "H", "H", "O", "C", "C", "H", "H", "C", "H", "H", "C", "H", "H", "H", "H", "O", "C", "O", "H"], "positions_angstrom": [[-0.450, 0.578, -0.159], [0.843, 0.317, -0.808], [0.370, 1.178, -1.963], [0.902, -0.746, -1.073], [1.720, 0.660, -0.279], [-0.921, 1.470, -1.174], [-0.032, 0.456, -2.617], [0.980, 1.949, -2.410], [-2.191, 0.867, -1.740], [-2.009, -0.168, -2.058], [-2.546, 1.475, -2.577], [-2.977, 0.793, -0.968], [-0.992, 2.895, -0.732], [0.034, 3.219, -0.509], [-1.589, 3.016, 0.177], [-1.424, 3.473, -1.559], [-0.258, -0.492, 3.281], [0.800, 1.118, 4.245], [2.133, 0.533, 4.182], [2.647, 0.751, 2.887], [2.657, 0.088, 5.028], [1.705, 1.511, 2.128], [0.571, 1.730, 2.936], [-0.256, 2.406, 2.667], [0.314, 1.388, 5.174], [3.641, 0.462, 2.532], [1.897, 1.968, 1.164], [-1.717, -0.623, 4.708], [-1.858, 0.603, 4.002], [-1.958, 0.312, 2.612], [-1.941, 1.591, 4.458], [-1.954, -1.108, 2.455], [-1.803, -1.695, 3.766], [-1.788, -2.743, 4.007], [-1.656, -0.738, 5.794], [-2.114, 1.037, 1.811], [-2.046, -1.634, 1.514], [0.102, -1.372, -3.280], [-0.213, -0.415, -4.364], [0.283, -0.921, -5.716], [0.323, 0.563, -4.211], [-1.306, -0.183, -4.332], [1.291, -1.995, -5.322], [0.724, -0.090, -6.274], [-0.609, -1.245, -6.250], [1.076, -2.288, -3.817], [2.320, -1.658, -5.454], [1.150, -2.875, -5.939], [2.026, -2.096, -3.289], [0.772, -3.340, -3.650], [2.302, -3.161, 2.289], [1.365, -2.550, 2.771], [0.866, -1.437, 2.231], [0.792, -2.836, 3.707]], "e_homo_ev": [-6.92, -8.71], "e_tot_ha": -2462.95587, "orbital_gap_ha": [0.2798, 0.2371], "multiplicity": 5, "s_squared": 6.037, "e_above_lowest_ev": 1.349}

=====

Entry 3:
{"formula": "C10H15BrNO2", "method": "wB97M-V/def2-TZVPD", "symbols": ["C", "C", "C", "C", "C", "C", "C", "C", "C", "C", "N", "O", "O", "Br", "H", "H", "H", "H", "H", "H", "H", "H", "H", "H", "H", "H", "H", "H", "H"], "positions_angstrom": [[-0.786, 0.236, -1.054], [-0.151, -0.777, -1.783], [0.102, -0.513, 1.054], [-0.794, 0.309, 0.308], [0.714, -1.609, -1.036], [0.860, -1.459, 0.402], [-2.961, 1.568, 0.372], [1.908, -2.614, -2.956], [1.925, -2.172, 2.430], [-1.710, 1.166, 1.040], [-0.567, 2.937, 1.072], [1.694, -2.394, -1.571], [1.678, -2.302, 1.055], [-1.776, 1.113, 2.958], [-1.372, 0.895, -1.659], [-0.043, -0.776, -2.796], [0.172, -0.449, 2.088], [-3.504, 2.188, 1.016], [-2.863, 2.197, -0.582], [-3.553, 0.625, 0.030], [2.927, -2.275, -3.163], [1.085, -2.030, -3.491], [2.030, -3.627, -3.172], [2.198, -0.985, 2.597], [2.743, -2.806, 2.788], [1.034, -2.321, 3.007], [0.373, 3.080, 1.638], [-0.409, 3.334, 0.131], [-1.070, 3.661, 1.616]], "e_homo_ev": [-11.64, -11.64], "total_charge": 1, "e_tot_ha": -3168.93823, "orbital_gap_ha": [0.2593, 0.2593], "e_above_lowest_ev": 0.895}

=====

Entry 4:
{"formula": "C2H14NO5", "method": "wB97M-V/def2-TZVPD", "symbols": ["C", "O", "C", "N", "H", "H", "H", "H", "H", "H", "H", "H", "O", "H", "H", "O", "H", "H", "O", "H", "H", "O"], "positions_angstrom": [[1.063, 1.164, 0.954], [0.159, 2.226, 1.304], [0.478, -0.177, 1.280], [1.503, -1.266, 1.154], [1.291, 1.228, -0.111], [2.018, 1.368, 1.452], [0.183, -0.189, 2.339], [-0.400, -0.372, 0.679], [2.152, -1.053, 1.903], [1.125, -2.179, 1.382], [-0.881, 0.306, -1.530], [-0.714, -1.217, -1.587], [-0.352, -0.421, -1.977], [1.575, -0.682, -2.572], [2.163, -1.288, -1.325], [2.397, -1.080, -2.244], [-2.505, -1.842, -0.048], [-2.769, -0.627, 0.741], [-2.979, -1.579, 0.747], [-2.273, 2.231, -0.980], [-0.582, 1.972, 0.675], [-1.735, 1.478, -0.710]], "e_homo_ev": -4.74, "total_charge": -1, "e_tot_ha": -515.59056, "orbital_gap_ha": 0.3058, "e_above_lowest_ev": 0.590}

=====

Entry 5:
{"formula": "CH24NO13", "method": "wB97M-V/def2-TZVPD", "symbols": ["N", "H", "H", "H", "H", "C", "O", "O", "O", "O", "H", "H", "O", "H", "H", "O", "H", "H", "O", "H", "H", "O", "H", "H", "O", "H", "H", "O", "H", "H", "O", "H", "H", "O", "H", "H", "O", "H", "H"], "positions_angstrom": [[-0.878, -0.056, 0.286], [-0.326, 0.292, -0.504], [-1.818, -0.189, 0.038], [-0.810, 0.698, 0.955], [-0.642, -0.996, 0.590], [1.419, 1.495, -3.367], [1.101, 0.641, -2.356], [2.443, 2.214, -3.116], [0.722, 1.535, -4.474], [-2.291, -1.568, -2.041], [-2.225, -0.677, -2.404], [-2.910, -2.116, -2.596], [1.085, 0.594, 2.392], [1.983, 0.333, 2.663], [0.502, 0.394, 3.138], [1.375, -1.463, -0.671], [2.071, -1.196, -0.101], [1.179, -0.767, -1.320], [-0.459, 2.979, -0.765], [-0.840, 2.451, -1.497], [0.180, 3.494, -1.262], [0.727, -2.323, 3.141], [0.022, -1.740, 3.140], [0.978, -2.509, 4.038], [-1.330, 1.057, -2.537], [-1.509, 1.584, -3.299], [-0.358, 0.933, -2.632], [-2.343, -2.201, 2.075], [-2.962, -2.538, 1.393], [-1.991, -3.016, 2.387], [2.219, 1.593, -0.212], [1.646, 2.197, 0.240], [1.807, 1.389, -1.076], [-0.242, -3.728, 0.879], [-0.530, -4.620, 1.068], [0.193, -3.338, 1.637], [0.950, 3.311, 2.325], [0.647, 3.483, 1.469], [1.218, 2.363, 2.359]], "e_homo_ev": -2.78, "total_charge": -1, "e_tot_ha": -1085.39615, "orbital_gap_ha": 0.1509}

=====

Entry 6:
{"formula": "C7H7Br2P", "method": "wB97M-V/def2-TZVPD", "symbols": ["C", "C", "C", "C", "C", "C", "C", "P", "Br", "Br", "H", "H", "H", "H", "H", "H", "H"], "positions_angstrom": [[1.595, 0.658, -0.855], [0.886, 1.544, 0.053], [1.060, -0.576, -0.917], [-0.359, 1.264, 0.517], [-0.138, -1.018, -0.220], [-1.052, 0.093, 0.126], [-2.333, 0.047, -0.095], [0.651, -1.851, 1.311], [-3.641, 1.420, 0.287], [-3.071, -1.535, -0.857], [2.507, 1.067, -1.241], [1.260, 2.485, 0.416], [1.416, -1.569, -1.359], [-0.814, 2.022, 1.060], [-0.646, -1.777, -0.843], [1.987, -1.703, 0.879], [0.692, -0.570, 1.737]], "e_homo_ev": -7.97, "e_tot_ha": -5760.20837, "orbital_gap_ha": 0.2957, "e_above_lowest_ev": 1.473}